(1)
{"formula": "C45H65N5O13", "method": "ωB97M-V/def2-TZVPD", "relative_energy_ev": 0.0000, "smiles": "c1cc[nH]c1.c1cc[nH]c1.c1cc[nH]c1.c1cc[nH]c1.c1cc[nH]c1.O=C1CCCO1.O=C1CCCO1.O=C1CCCO1.O=C1CCCO1.O=C1CCCO1.O=C1CCCO1.CO", "homo_lumo_gap_ev": 8.02, "symbols": ["O", "C", "O", "C", "C", "C", "H", "H", "H", "H", "H", "H", "O", "C", "O", "C", "C", "C", "H", "H", "H", "H", "H", "H", "O", "C", "O", "C", "C", "C", "H", "H", "H", "H", "H", "H", "O", "C", "O", "C", "C", "C", "H", "H", "H", "H", "H", "H", "O", "C", "O", "C", "C", "C", "H", "H", "H", "H", "H", "H", "O", "C", "O", "C", "C", "C", "H", "H", "H", "H", "H", "H", "C", "O", "H", "H", "H", "H", "N", "C", "C", "C", "C", "H", "H", "H", "H", "H", "N", "C", "C", "C", "C", "H", "H", "H", "H", "H", "N", "C", "C", "C", "C", "H", "H", "H", "H", "H", "N", "C", "C", "C", "C", "H", "H", "H", "H", "H", "N", "C", "C", "C", "C", "H", "H", "H", "H", "H"], "positions_angstrom": [[33.65, 2.92, -5.01], [33.79, 3.97, -4.45], [35.04, 4.35, -4.06], [34.98, 5.44, -3.14], [33.49, 5.53, -2.70], [32.77, 4.93, -3.89], [35.33, 6.37, -3.60], [35.63, 5.22, -2.30], [33.21, 6.56, -2.50], [33.41, 4.93, -1.79], [32.54, 5.64, -4.68], [31.87, 4.35, -3.71], [33.49, 4.87, -10.63], [33.60, 3.72, -10.26], [33.24, 2.69, -11.01], [33.46, 1.42, -10.36], [33.91, 1.80, -8.93], [34.36, 3.26, -9.05], [34.27, 0.90, -10.88], [32.55, 0.83, -10.35], [34.73, 1.16, -8.61], [33.10, 1.63, -8.22], [35.41, 3.45, -9.27], [34.06, 3.75, -8.13], [25.74, 4.92, -8.15], [24.99, 5.08, -9.07], [25.39, 5.72, -10.19], [24.26, 6.02, -11.02], [23.23, 4.94, -10.68], [23.54, 4.67, -9.20], [24.59, 5.96, -12.05], [23.87, 7.02, -10.84], [23.42, 4.04, -11.25], [22.23, 5.30, -10.91], [23.58, 3.59, -9.03], [22.84, 5.14, -8.52], [23.62, 9.20, -4.14], [24.53, 8.93, -4.86], [25.77, 9.43, -4.63], [26.61, 9.20, -5.80], [26.00, 7.98, -6.42], [24.51, 8.07, -6.12], [27.60, 8.99, -5.39], [26.57, 10.09, -6.42], [26.36, 7.03, -6.03], [26.20, 7.96, -7.49], [24.05, 7.13, -5.82], [23.95, 8.64, -6.86], [29.07, 7.73, -9.54], [28.64, 8.11, -10.60], [29.43, 8.41, -11.64], [28.64, 8.79, -12.76], [27.24, 9.14, -12.21], [27.19, 8.24, -10.99], [28.58, 7.98, -13.48], [29.07, 9.64, -13.29], [26.45, 8.90, -12.92], [27.18, 10.21, -12.00], [26.99, 7.20, -11.27], [26.57, 8.44, -10.12], [28.68, 5.41, -12.62], [28.96, 4.69, -11.70], [28.01, 4.01, -11.04], [28.58, 3.11, -10.09], [30.10, 3.07, -10.30], [30.31, 4.34, -11.12], [28.13, 2.12, -10.17], [28.36, 3.48, -9.09], [30.40, 2.16, -10.82], [30.63, 3.09, -9.35], [31.11, 4.24, -11.85], [30.65, 5.13, -10.44], [29.60, 7.39, -4.37], [28.55, 7.44, -3.38], [30.30, 8.14, -4.03], [30.01, 6.38, -4.28], [29.17, 7.56, -5.35], [27.96, 6.70, -3.48], [32.37, 9.51, -6.75], [33.40, 10.18, -7.34], [33.20, 10.17, -8.71], [32.02, 9.42, -8.92], [31.52, 9.03, -7.70], [32.27, 9.38, -5.76], [34.20, 10.66, -6.80], [33.82, 10.65, -9.44], [31.57, 9.27, -9.89], [30.56, 8.59, -7.48], [29.65, 5.74, -7.64], [30.96, 5.37, -7.61], [31.03, 4.16, -6.96], [29.71, 3.80, -6.60], [28.86, 4.80, -7.01], [29.29, 6.58, -8.07], [31.67, 6.06, -8.05], [31.87, 3.54, -6.68], [29.51, 2.83, -6.17], [27.81, 5.02, -6.94], [34.40, 7.11, -8.27], [35.64, 7.48, -8.71], [36.57, 6.85, -7.93], [35.86, 5.97, -7.07], [34.52, 6.20, -7.25], [33.51, 7.50, -8.56], [35.78, 8.29, -9.41], [37.62, 7.07, -7.90], [36.35, 5.26, -6.42], [33.65, 5.84, -6.74], [26.27, 2.20, -7.34], [26.59, 1.79, -6.08], [26.45, 0.41, -6.02], [26.03, 0.02, -7.31], [25.93, 1.12, -8.11], [26.26, 3.15, -7.69], [26.92, 2.50, -5.34], [26.65, -0.18, -5.14], [25.82, -1.00, -7.61], [25.58, 1.18, -9.13], [30.75, -1.18, -10.16], [29.38, -1.12, -10.32], [28.88, -0.41, -9.26], [29.94, -0.17, -8.35], [31.07, -0.70, -8.93], [31.41, -1.59, -10.80], [28.98, -1.52, -11.24], [27.84, -0.13, -9.15], [29.84, 0.38, -7.44], [32.06, -0.77, -8.50]], "mulliken_charge": [-0.616, 0.413, -0.368, -0.417, -0.706, 0.425, 0.279, 0.326, 0.312, 0.304, -0.301, 0.476, -0.628, 0.501, -0.389, -0.085, -0.768, 0.868, 0.383, -0.066, 0.533, 0.103, 0.426, -0.815, -0.928, -0.045, 0.224, -0.518, -0.815, -0.289, 0.329, 0.385, 0.306, 0.372, 0.198, 0.356, -0.584, 0.298, -0.378, -0.140, 0.829, -0.392, 0.040, 0.295, -0.241, -0.281, 0.288, 0.310, -0.395, -0.248, -0.370, -0.474, -0.754, 0.664, 0.225, 0.456, 0.341, 0.307, -0.375, 0.256, -0.682, 0.196, -0.285, 0.623, 0.509, 0.055, 0.132, -0.746, 0.190, -0.350, 0.696, -0.366, 0.112, -0.608, 0.214, 0.066, -0.135, 0.330, 0.211, -0.561, -1.014, 0.000, -0.816, 0.184, 0.390, 0.502, 0.524, 0.452, 2.294, -0.249, -0.747, -1.255, -1.114, -0.174, 0.297, 0.501, 0.384, 0.537, 0.824, -0.553, -1.056, 0.045, -0.768, -0.167, 0.471, 0.429, 0.593, 0.142, 0.812, -0.488, -0.934, -0.475, -0.505, 0.044, 0.564, 0.412, 0.431, 0.544, 0.116, -1.260, 0.171, -0.057, -1.295, 0.208, 0.369, 0.575, 0.490, 0.582]}

(2)
{"formula": "C5", "method": "ωB97M-V/def2-TZVPD", "relative_energy_ev": 1.0402, "homo_lumo_gap_ev": 8.80, "symbols": ["C", "C", "C", "C", "C"], "positions_angstrom": [[0.27, -0.30, -0.03], [-1.04, -0.82, 0.08], [1.54, 0.11, -0.04], [-2.21, -0.33, -0.04], [1.43, 1.33, 0.03]], "nbo_charge": [0.454, -0.563, -0.408, 0.266, 0.251]}

(3)
{"formula": "C23H21Cl2GdN2O2S2", "method": "ωB97M-V/def2-TZVPD", "homo_lumo_gap_ev": [7.12, 5.91], "spin_multiplicity": 8, "symbols": ["Gd", "C", "N", "C", "C", "N", "C", "C", "C", "C", "C", "C", "C", "S", "C", "C", "C", "C", "C", "C", "S", "H", "H", "H", "H", "H", "H", "H", "H", "H", "H", "H", "H", "H", "H", "H", "H", "H", "H", "Cl", "C", "C", "C", "Cl", "C", "O", "C", "C", "O", "C", "H", "H", "H"], "positions_angstrom": [[-0.54, 0.56, -0.87], [2.71, 1.56, -0.65], [1.99, 0.27, -0.75], [2.14, -0.52, 0.49], [1.58, 0.18, 1.72], [0.19, 0.69, 1.57], [-0.79, -0.26, 2.15], [0.04, 2.00, 2.19], [0.22, 2.11, 3.57], [0.10, 3.32, 4.22], [-0.21, 4.45, 3.47], [-0.37, 4.36, 2.11], [-0.24, 3.14, 1.42], [-0.39, 3.17, -0.34], [2.48, -0.45, -1.92], [3.73, -1.07, -1.86], [4.28, -1.70, -2.96], [3.57, -1.71, -4.15], [2.33, -1.10, -4.22], [1.76, -0.46, -3.12], [0.19, 0.33, -3.39], [3.77, 1.38, -0.46], [2.28, 2.18, 0.13], [2.59, 2.09, -1.59], [3.20, -0.71, 0.71], [1.66, -1.48, 0.33], [2.22, 1.02, 1.99], [1.63, -0.53, 2.56], [-0.65, -0.38, 3.23], [-0.70, -1.23, 1.68], [-1.80, 0.12, 1.98], [0.45, 1.22, 4.15], [0.24, 3.38, 5.29], [-0.31, 5.41, 3.96], [-0.60, 5.24, 1.52], [4.30, -1.04, -0.94], [5.26, -2.17, -2.88], [3.98, -2.20, -5.03], [1.77, -1.11, -5.15], [-6.33, -4.46, -0.92], [-5.20, -3.14, -0.81], [-5.69, -1.83, -0.70], [-4.83, -0.77, -0.61], [-5.45, 0.84, -0.48], [-3.42, -0.95, -0.61], [-2.62, 0.06, -0.53], [-2.96, -2.29, -0.72], [-1.56, -2.61, -0.77], [-0.61, -1.82, -0.69], [-3.86, -3.37, -0.82], [-6.76, -1.65, -0.69], [-1.32, -3.67, -0.89], [-3.48, -4.38, -0.91]], "mulliken_charge": [-0.097, -1.096, 1.067, -0.815, -1.267, 1.430, -1.370, -0.397, -0.134, -0.932, -0.538, -0.711, 0.596, -0.314, -0.124, -0.222, -1.032, -0.535, -0.650, 0.650, -0.370, 0.359, 0.320, 0.247, 0.541, 0.400, 0.559, 0.398, 0.479, 0.332, 0.360, 0.285, 0.391, 0.376, 0.427, 0.297, 0.391, 0.380, 0.423, -0.228, 0.215, -0.542, 0.178, -0.196, 0.223, -0.406, 1.123, -0.272, -0.266, -1.079, 0.451, 0.283, 0.411]}

| no. | strongest force on any atom (Eh/bohr) | E_tot (Ha) |
| --- | --- | --- |
| 1 | 0.0405 | -3005.632850 |
| 2 | 0.1229 | -190.158202 |
| 3 | 0.0221 | -3631.571176 |